137
Properties=species:S:1:pos:R:3:forces:R:3 method="wB97M-V/def2-TZVPD" homo_ev=-8.3 gap_ev=8.7 total_energy_ha=-3046.1141 total_charge=0 max_force_ev_per_a=7.01 smiles="C#C[SiH2]COCC.CN(C)C=O.CN(C)C=O.CN(C)C=O.CN(C)C=O.CN(C)C=O.CN(C)C=O.CN(C)C=O.CN(C)C=O.CN(C)C=O.CN(C)C=O"
C 8.504644 0.945061 3.853276 -5.2 3.8 -0.8
C 7.597326 1.911190 3.882985 4.8 -5.1 -0.5
Si 6.197037 3.235840 3.656404 0.2 -1.6 -0.3
C 4.942932 2.525899 2.337661 0.9 0.3 -0.9
O 4.611489 1.145799 2.658736 -1.1 1.2 0.7
C 3.504814 1.044559 3.592315 -1.2 -1.5 0.4
C 2.052281 1.430877 2.931548 1.1 -0.3 0.2
H 9.029475 -0.066581 3.590665 -1.0 2.8 0.9
H 6.740431 4.544833 3.229386 0.0 -0.1 0.0
H 5.415239 3.379343 4.897094 0.3 0.1 0.2
H 4.019720 3.220962 2.219697 1.5 -1.2 0.1
H 5.552969 2.486556 1.342326 -1.4 0.1 1.5
H 3.685655 1.577387 4.606846 -0.1 -0.5 -1.8
H 3.412649 -0.087237 3.860768 0.5 2.0 -0.5
H 1.504649 2.063027 3.718097 0.5 -0.9 -1.6
H 2.258028 1.972677 1.936645 -0.6 -0.5 1.7
H 1.480335 0.461823 2.667834 0.8 1.7 0.6
C 10.260354 -1.828685 2.009502 0.4 -0.5 0.1
O 10.756205 -0.785245 1.619963 0.0 -0.3 0.4
N 10.955755 -2.936056 2.404046 -0.7 0.7 -0.2
C 10.291359 -4.141458 2.855099 0.2 0.1 0.0
C 12.405270 -2.904229 2.370366 0.0 0.3 -0.1
H 9.167412 -1.959650 2.073882 0.0 -0.1 0.0
H 10.603722 -4.357079 3.880193 -0.1 -0.2 0.0
H 10.578272 -4.970535 2.202964 -0.1 -0.1 0.1
H 9.206232 -4.024264 2.828657 0.1 0.1 0.0
H 12.760315 -2.096557 3.015614 0.1 -0.1 -0.1
H 12.734980 -2.706940 1.347125 0.1 0.0 0.1
H 12.817372 -3.855177 2.711954 -0.2 0.1 0.0
C -1.932984 0.421132 -0.251185 0.9 -0.3 -0.2
O -2.291028 1.588497 -0.269510 0.2 0.0 0.0
N -0.671497 -0.022673 -0.520863 -1.3 0.3 0.4
C -0.323709 -1.430126 -0.478240 0.5 0.2 0.0
C 0.354446 0.942710 -0.860804 -0.2 0.2 0.0
H -2.633328 -0.393479 -0.004927 0.1 -0.1 0.0
H 0.464172 -1.577970 0.265925 -0.1 -0.1 0.1
H 0.039215 -1.735557 -1.462767 -0.1 -0.1 0.4
H -1.188908 -2.040171 -0.210119 0.0 0.1 0.0
H 0.467038 1.648744 -0.033750 0.1 0.1 -0.1
H 0.045212 1.492855 -1.753315 0.2 0.1 0.1
H 1.305692 0.442166 -1.048938 -0.2 0.0 0.0
C -0.154009 0.245386 6.484018 -0.4 0.1 -0.2
O 0.036541 -0.571042 5.598743 -0.2 0.4 0.2
N -1.215918 1.103660 6.555564 0.8 -0.5 0.1
C -1.370800 2.046930 7.643559 -0.1 -0.1 -0.2
C -2.219095 1.068573 5.509099 0.2 -0.2 -0.1
H 0.547195 0.354992 7.327467 -0.1 0.1 0.1
H -2.312346 1.842538 8.159962 0.1 0.2 0.1
H -1.390089 3.060827 7.234980 0.0 0.0 0.2
H -0.546912 1.963388 8.354965 -0.1 -0.1 -0.1
H -2.659329 0.068980 5.469036 -0.1 0.1 -0.1
H -1.741893 1.280746 4.548779 -0.2 -0.1 0.0
H -2.999970 1.806181 5.701978 0.2 -0.1 0.1
C -1.344887 -3.278968 -3.144044 -0.3 -0.7 -0.7
O -0.232433 -2.794083 -3.004713 0.0 -0.5 -0.7
N -1.695135 -4.191698 -4.093987 0.1 0.9 0.9
C -3.039516 -4.720494 -4.193785 0.1 -0.2 -0.2
C -0.690517 -4.648210 -5.034151 0.1 0.1 0.1
H -2.182308 -3.001379 -2.482891 -0.1 0.0 0.0
H -3.003296 -5.804780 -4.067564 -0.1 0.1 0.0
H -3.443400 -4.479140 -5.180867 -0.1 0.0 0.1
H -3.687758 -4.291818 -3.426916 0.1 0.0 -0.1
H 0.132341 -5.108903 -4.481879 0.0 0.0 -0.2
H -0.304191 -3.789211 -5.588759 0.1 -0.2 0.0
H -1.116667 -5.372759 -5.729612 0.0 0.1 0.2
C 0.701630 -5.882396 -9.035532 0.2 0.5 0.0
O 0.518126 -6.282078 -7.899330 0.1 0.3 -0.2
N 1.162489 -4.640389 -9.372922 -0.3 -0.9 0.0
C 1.354805 -4.239570 -10.751328 0.0 0.1 0.2
C 1.468680 -3.694043 -8.318021 -0.1 -0.2 0.2
H 0.500750 -6.520658 -9.911372 0.0 0.1 -0.1
H 2.405160 -3.976827 -10.901898 -0.1 0.0 -0.2
H 0.726442 -3.369515 -10.959469 0.1 0.0 -0.2
H 1.086169 -5.046888 -11.435354 0.0 0.0 0.1
H 2.237737 -4.119282 -7.668058 -0.1 0.2 0.1
H 0.567945 -3.515227 -7.725540 0.2 0.1 0.1
H 1.823864 -2.752144 -8.739439 -0.1 -0.2 0.0
C -6.407077 5.056899 1.038118 0.6 -0.4 -0.2
O -7.456857 4.645950 0.574470 0.4 0.0 0.1
N -5.178350 4.497173 0.831888 -0.9 0.7 0.3
C -3.974576 5.046568 1.419937 -0.1 -0.2 -0.2
C -5.074437 3.315035 -0.002386 -0.1 0.0 -0.1
H -6.371782 5.948821 1.685793 0.1 0.0 0.0
H -3.282604 5.322969 0.620287 0.1 0.0 0.2
H -3.512596 4.288286 2.057623 0.2 0.1 0.0
H -4.199728 5.930572 2.020249 -0.1 -0.1 -0.1
H -5.455766 3.547693 -1.000072 0.0 -0.2 0.0
H -5.684674 2.518028 0.430315 0.1 0.0 -0.2
H -4.036149 2.985362 -0.073358 -0.2 0.1 0.1
C -0.520269 -7.200051 -1.989906 0.3 -0.5 -0.1
O -1.528791 -6.969140 -2.634055 0.3 -0.3 0.1
N 0.298720 -8.279678 -2.163797 -0.5 0.8 0.3
C 1.483075 -8.484786 -1.355856 -0.1 -0.1 -0.2
C -0.027788 -9.251047 -3.189732 -0.3 0.2 -0.1
H -0.181417 -6.526012 -1.186430 0.1 -0.1 0.0
H 2.358803 -8.512320 -2.009473 0.1 0.0 0.2
H 1.391526 -9.436798 -0.826269 0.2 0.1 0.1
H 1.604956 -7.680492 -0.627782 -0.1 -0.1 -0.1
H -0.053851 -8.750384 -4.161035 0.0 -0.2 0.0
H -1.016181 -9.669972 -2.984015 0.1 -0.1 -0.2
H 0.713533 -10.051649 -3.209171 -0.1 0.2 0.1
C -12.278766 2.068058 1.749580 0.2 0.7 0.0
O -13.245873 1.890763 2.471155 0.2 0.2 -0.1
N -11.621206 3.253810 1.584783 -0.4 -1.1 0.0
C -10.475699 3.384566 0.706039 -0.1 0.2 0.2
C -12.081834 4.420218 2.311079 -0.1 -0.1 0.1
H -11.846500 1.248550 1.152138 0.1 0.0 -0.1
H -9.614736 3.713751 1.291866 0.1 0.0 -0.3
H -10.701329 4.128368 -0.062332 0.2 0.0 0.0
H -10.239171 2.433109 0.225211 -0.1 0.0 0.1
H -12.037455 4.213428 3.383978 -0.1 0.1 0.0
H -13.119381 4.626297 2.035363 0.1 0.1 0.1
H -11.460550 5.286621 2.077398 -0.1 -0.3 -0.1
C -9.721998 7.716328 1.643548 -0.1 0.3 0.3
O -10.661717 7.104681 1.168490 0.1 0.4 0.3
N -9.809208 8.658953 2.630210 0.3 -0.6 -0.6
C -8.641958 9.344746 3.144020 -0.3 0.0 0.0
C -11.111505 8.982321 3.179713 -0.1 -0.2 -0.2
H -8.689224 7.547067 1.297739 0.0 0.0 0.0
H -8.555281 9.145254 4.215385 0.2 0.1 0.0
H -8.760096 10.419211 2.980213 0.2 0.0 0.1
H -7.734476 9.003818 2.641813 -0.2 0.0 0.0
H -11.554530 8.078416 3.605594 -0.1 0.2 0.0
H -11.758258 9.345548 2.376940 -0.1 0.0 0.2
H -11.021899 9.746838 3.953360 0.1 -0.1 -0.1
C 11.058716 -1.381844 -3.082965 0.0 0.5 0.4
O 11.941850 -2.150024 -2.743556 -0.2 0.3 0.1
N 10.713064 -0.234086 -2.426944 0.0 -0.7 -0.7
C 9.648423 0.628203 -2.895173 0.2 -0.1 0.2
C 11.435224 0.132679 -1.223211 0.2 -0.3 -0.1
H 10.448275 -1.565282 -3.982505 -0.1 0.1 0.0
H 10.059161 1.620063 -3.101721 -0.2 0.0 0.0
H 8.883932 0.703409 -2.117253 -0.1 0.1 -0.1
H 9.194743 0.231831 -3.805818 0.1 0.0 0.1
H 12.495607 0.246706 -1.464052 0.0 0.0 0.1
H 11.326309 -0.663698 -0.485765 0.1 0.3 0.0
H 11.049022 1.067368 -0.813528 0.0 -0.2 -0.1